Below is C41H35CoN14OS as an isolated structure at a distorted geometry, with properties calculated with ωB97M-V/def2-TZVPD.

Computed properties:
Total charge ... +1
Energy relative to the best compared isomer or geometry (same formula, charge and spin) ... 51.5 kcal per mole
HOMO-LUMO gap (alpha / beta) ... 6.911 / 6.863 eV
E_LUMO (alpha / beta) ... -0.11265 / -0.11347 Ha
⟨S²⟩ ... 0.9228
Multiplicity ... 2

```
93
C41H35CoN14OS ωB97M-V/def2-TZVPD
C 0.633 -0.256 -4.483
H -4.955 -3.128 -1.717
N -6.632 2.537 -4.157
H -6.656 0.500 -5.953
H -4.927 5.554 2.361
C 2.253 2.840 0.738
C 3.469 -2.731 0.278
H 3.170 0.654 -1.457
C 2.401 -4.418 1.650
C -0.471 0.443 -4.931
H -4.152 -3.951 -3.074
C -5.271 -0.730 -3.120
C -2.639 -1.604 -1.264
N -2.158 3.433 1.334
N -1.426 1.472 0.583
C 2.536 2.427 4.343
H 1.283 -0.754 -5.189
C -5.052 3.697 1.305
N -6.681 3.561 -3.296
H -1.724 1.448 -1.972
N 0.127 -1.517 1.204
C 1.236 -3.607 1.783
C 4.553 -2.256 -0.464
N 3.066 3.853 1.123
C -1.213 2.808 0.688
H -3.319 -0.904 -0.834
N 1.984 2.173 1.913
C -1.313 1.047 -4.016
N 1.193 1.041 2.011
C -0.920 -1.928 1.900
H 0.064 -4.982 2.954
C -5.249 5.061 1.457
N -1.338 -1.631 -1.058
H -4.823 1.950 2.568
C -5.846 5.795 0.441
H 5.458 -2.839 -0.540
H -6.640 5.760 -1.560
C 0.067 0.273 -2.195
C -0.925 -2.674 -1.812
H 3.032 1.471 4.506
C -5.877 0.173 -3.992
H -5.995 6.856 0.572
C 2.321 -1.907 0.384
H 0.093 -2.996 -1.877
H 1.488 2.323 4.621
H -2.194 1.577 -4.351
H -4.974 -3.364 -5.194
C 3.263 -0.302 -0.961
H 0.406 1.208 2.637
H -6.081 -1.795 -6.721
H -0.677 0.510 -5.987
H -1.756 -1.245 1.951
C -4.299 -2.987 -2.583
N 2.231 -0.693 -0.222
C -1.043 0.966 -2.659
H 3.002 3.176 4.976
C -5.225 -2.373 -4.850
C 0.097 -4.012 2.483
O -5.915 1.812 -2.221
C 2.641 2.842 2.931
C 4.435 -1.032 -1.098
N -1.902 -3.263 -2.453
N -3.035 2.482 1.654
C 1.206 -2.342 1.143
C -6.212 5.191 -0.749
C -5.848 -1.484 -5.714
C -6.173 -0.207 -5.298
H 4.339 -4.623 0.818
N 3.289 3.850 2.455
C 0.900 -0.336 -3.123
H -4.040 3.430 3.196
H -5.308 2.023 0.003
C -4.278 2.858 2.295
Co 0.244 0.102 -0.193
H -0.375 3.322 0.267
C 3.467 -3.998 0.929
C -6.252 3.124 -2.150
H 5.246 -0.624 -1.680
H -1.884 -3.433 3.078
H 1.777 -0.887 -2.812
C -0.988 -3.154 2.548
C -6.173 1.505 -3.513
N -2.995 -2.582 -2.107
C -4.931 -2.004 -3.543
H -5.077 -0.418 -2.106
H 2.405 -5.386 2.128
H 3.469 4.570 0.541
H -3.132 0.387 1.296
C -5.453 3.084 0.132
C -2.594 1.307 1.185
C -6.008 3.822 -0.908
H 1.735 0.258 2.374
S 1.670 2.495 -0.768
```